Computed, not measured: C39H37F9OOsP2 as an isolated structure, with wB97M-V/def2-TZVPD.

energy above the lowest of the compared OMol25 structures with the same formula, charge and spin: 402.20 kJ/mol
expectation value of S²: 6.028
electronic energy: -3254.82647 Ha
max |F|: 3.98 eV/A
molecular weight: 944.884 g mol⁻¹

```
! wB97M-V def2-TZVPD RIJCOSX def2/J DEFGRID3
* xyz 2 5
Os -0.0975 -0.0456 0.9224
C -1.1825 -1.9243 -2.6073
C -0.2110 -1.1666 -3.1275
C -0.4091 -0.1922 -4.2429
C -1.6693 0.6997 -4.1315
C -2.1903 0.9116 -2.7358
C -3.0325 0.1014 -2.0901
C -3.5819 -1.1780 -2.6250
C -2.5279 -2.1143 -3.2400
C -0.3802 1.0857 2.6303
H -1.0375 -2.5037 -1.6976
H 0.8446 -1.3820 -2.9421
H -0.4402 -0.7130 -5.2146
H 0.4708 0.4629 -4.2608
H -1.4061 1.6903 -4.5369
H -2.4404 0.2907 -4.7979
H -1.9927 1.9211 -2.3587
H -3.5792 0.4565 -1.2216
H -4.3863 -1.0003 -3.3620
H -4.0531 -1.6932 -1.7769
H -2.8560 -3.1476 -3.0497
H -2.4906 -1.9776 -4.3279
H -0.6558 0.3349 3.3796
H -1.1079 1.9134 2.6880
H 0.6089 1.4831 2.8954
P 1.3693 -0.2955 -0.7787
P -1.0512 1.8948 0.2771
C 0.8656 1.1705 -1.7168
C -0.0272 2.0962 -1.2194
C 3.1586 -0.2624 -1.0756
C 3.7709 0.1055 -2.2862
C 5.1622 -0.0192 -2.4019
C 5.9231 -0.5321 -1.3416
C 5.3029 -0.8542 -0.1269
C 3.9274 -0.7166 -0.0045
C 1.1703 -2.2122 -0.7006
C 0.2690 -2.7390 0.2232
C -0.1307 -4.0725 0.1626
C 0.4367 -4.8923 -0.8136
C 1.4310 -4.4055 -1.6683
C 1.8393 -3.0762 -1.5933
C -0.9501 3.5998 0.9349
C 0.3283 4.1840 0.9868
C 0.4757 5.5058 1.3996
C -0.6435 6.2494 1.7928
C -1.9027 5.6424 1.8233
C -2.0493 4.3152 1.4270
C -2.8227 1.3730 0.6903
C -2.8939 0.1178 1.3004
C -4.1018 -0.4222 1.7202
C -5.2898 0.2635 1.4474
C -5.2478 1.4916 0.7799
C -4.0251 2.0689 0.4254
H 1.4663 1.4404 -2.5910
H -0.1622 3.0656 -1.7030
H 3.1606 0.4709 -3.1141
H 5.6475 0.2899 -3.3317
H 7.0005 -0.6703 -1.4531
H 5.8704 -1.2112 0.7291
H 3.4002 -0.9860 0.8946
H -0.1694 -2.0887 1.0302
H -0.8622 -4.4367 0.8881
H 0.1067 -5.9269 -0.8900
H 1.8983 -5.0686 -2.4025
H 2.6415 -2.7076 -2.2392
H 1.2046 3.5976 0.6898
H 1.4701 5.9490 1.4100
H -0.5346 7.2957 2.0929
H -2.7766 6.1978 2.1551
H -3.0303 3.8496 1.5020
H -1.9526 -0.4889 1.4651
H -4.0853 -1.3666 2.2694
H -6.2396 -0.1682 1.7581
H -6.1775 2.0176 0.5459
H -3.9913 3.0385 -0.0733
F 1.5357 -3.6082 3.2304
C 2.5531 -2.7149 3.1598
F 3.4884 -3.0459 4.0832
F 3.1249 -2.8741 1.9345
C 1.9957 -1.2551 3.3274
O 1.4006 -0.9008 2.1715
C 1.0884 -1.2946 4.6212
F 1.6375 -2.0960 5.5713
F 0.9262 -0.0610 5.1670
F -0.1426 -1.7784 4.3272
C 3.2199 -0.3128 3.6693
F 3.5690 -0.3627 4.9761
F 4.3276 -0.6419 2.9446
F 2.8995 0.9618 3.3516
*
```


Computed, not measured: an isolated ion of composition C8H9Cl2N4O and charge +1, with wB97M-V/def2-TZVPD.

energy above the lowest of the compared OMol25 structures with the same formula, charge and spin: 44.71 kJ/mol
SMILES string: [NH2+]=C(N[O-])NC(=[NH2+])c1cc(Cl)cc(Cl)c1
electronic energy: -1524.58097 Ha
max |F|: 4.17 eV/A
molecular weight: 248.093 g mol⁻¹

```
! wB97M-V def2-TZVPD RIJCOSX def2/J DEFGRID3
* xyz 1 1
N -0.6470 1.9819 0.4402
C -1.4564 0.8835 0.6940
N -2.7918 1.0065 0.8239
O -3.5104 0.0439 1.1665
N -1.1332 -0.4401 0.6599
C 0.0673 -1.0006 0.5585
N 0.2289 -2.3081 0.8814
C 1.2319 -0.2291 0.0471
C 2.5284 -0.3492 0.5968
C 3.6241 0.2451 0.0157
Cl 5.0775 0.2636 0.9170
C 3.5869 0.9763 -1.1717
C 2.3444 1.0551 -1.7608
Cl 2.0466 1.9644 -3.2172
C 1.2176 0.5575 -1.1335
H -0.6645 2.6719 1.1495
H -0.3650 2.3467 -0.4448
H -3.3378 1.8726 0.7917
H -1.9810 -1.0410 0.9431
H 1.1093 -2.7714 0.8276
H -0.5586 -2.9272 0.9544
H 2.5612 -0.9167 1.5434
H 4.3096 1.5200 -1.7185
H 0.2171 0.5572 -1.6240
*
```